1.
100
Properties=species:S:1:pos:R:3:forces:R:3:lowdin_spin:R:1 method="wB97M-V/def2-TZVPD" multiplicity=4 lumo_ha="0.026 / 0.023" de_lowest_kj_mol=248.53 gap_ev="6.514 / 8.733" max_force_ev_per_a=3.41 mol_weight_g_mol=607.9
O -2.0953 0.8322 1.5694 -0.76 -0.78 -0.40 0.00
O -3.7802 2.1032 -2.9876 -0.25 0.05 -1.10 0.00
C -3.2184 -0.0570 1.4747 0.92 0.09 -0.65 0.00
C -3.8586 -0.1161 2.8313 0.14 -0.48 -0.24 0.00
H -2.8159 -1.0377 1.1326 -0.38 0.47 0.54 0.00
H -3.9283 0.2545 0.6889 0.28 -0.10 0.33 0.00
H -3.1309 -0.5989 3.5089 -0.56 0.35 0.01 0.00
H -4.7559 -0.7250 2.7084 -0.16 0.00 0.55 0.00
H -4.1005 0.9089 3.1470 -0.02 -0.47 0.15 0.00
C -2.2501 2.1220 0.9740 1.38 -0.52 0.46 0.00
C -3.6480 2.5402 0.5956 0.55 0.19 0.05 0.00
H -1.5571 2.1139 0.1051 -0.50 0.38 0.11 0.00
H -1.7882 2.7658 1.7343 -0.30 0.29 -0.35 0.00
H -3.8802 2.1306 -0.3929 -0.39 0.39 0.21 0.00
H -3.5914 3.6279 0.6083 -0.41 0.10 -0.48 0.00
H -4.3769 2.2462 1.3524 -0.03 0.03 -0.17 0.00
C -2.5685 2.7223 -3.3918 0.39 0.10 0.22 0.00
C -4.0934 0.9043 -3.7048 0.18 -0.62 0.38 0.00
C -2.6213 4.2069 -3.0965 -0.22 0.17 0.21 0.00
H -2.3474 2.6030 -4.4590 -0.31 -0.31 -0.02 0.00
H -1.7426 2.2421 -2.8348 -0.01 0.20 -0.17 0.00
H -3.4803 4.6862 -3.5856 0.12 -0.28 0.10 0.00
H -1.7263 4.7163 -3.4716 -0.02 -0.19 0.22 0.00
H -2.7178 4.3597 -2.0174 0.08 0.16 -0.14 0.00
C -5.4909 0.8780 -4.3013 -0.10 0.30 0.02 0.00
H -3.9930 0.0911 -2.9669 -0.03 -0.02 -0.30 0.00
H -3.3822 0.6975 -4.5220 0.07 0.26 0.36 0.00
H -6.2452 1.0957 -3.5449 0.01 0.05 -0.01 0.00
H -5.7082 -0.1131 -4.7124 0.14 0.05 0.11 0.00
H -5.5970 1.5943 -5.1237 0.04 0.00 0.21 0.00
H -0.2381 -0.3660 -0.0693 -1.77 -0.48 -1.70 0.05
N 1.4110 -1.6205 1.8313 0.52 -2.18 1.14 0.06
C 2.4807 -2.3664 1.4432 -0.94 0.17 0.60 0.20
C 3.2549 -2.0661 0.3159 0.47 -0.18 0.09 0.02
C 3.3615 -0.8709 -0.3904 0.26 0.96 0.20 0.19
C 2.7832 -3.5573 2.2674 0.66 -1.03 -0.09 0.03
H 1.9519 -4.2770 2.3048 0.08 0.28 0.12 0.01
H 3.0708 -3.3010 3.2992 -0.19 -0.02 -0.28 0.01
H 3.6252 -4.0709 1.7986 0.02 -0.13 0.24 0.00
C 4.4317 -0.6850 -1.3937 0.90 -0.68 -0.62 0.03
H 5.2180 0.0062 -1.0524 -0.30 -0.05 -0.05 0.01
H 4.0715 -0.3287 -2.3693 -0.01 0.01 0.26 0.01
H 4.9082 -1.6583 -1.5393 0.11 0.16 -0.23 0.00
N 2.6149 0.2382 -0.1122 2.43 0.19 -1.66 0.01
C 0.6507 -1.8877 3.0201 0.59 -0.84 -0.63 0.01
C -0.4653 -2.7442 2.9379 0.44 0.70 -0.01 0.00
C -0.8653 -3.4298 1.6598 -0.20 -0.30 -0.24 0.00
C -1.2047 -2.9331 4.0907 -0.13 -0.18 0.44 0.00
H -2.0806 -3.5783 4.0294 0.10 0.14 0.19 0.00
C -0.8132 -2.3604 5.3004 0.10 0.14 -0.24 0.00
H -1.4098 -2.5252 6.1870 0.01 -0.01 0.05 0.00
C 0.3435 -1.5829 5.3673 -0.37 -0.32 0.00 0.00
H 0.6744 -1.1562 6.3077 -0.10 -0.06 0.02 0.00
C 1.1057 -1.3529 4.2304 -0.43 0.07 -0.22 0.00
C 2.3521 -0.5255 4.3131 0.43 0.21 0.33 0.00
C 3.0664 1.5691 -0.3576 0.46 -0.81 -0.70 0.00
C 2.5731 2.2726 -1.4640 0.20 -0.07 0.42 0.00
C 1.5617 1.6535 -2.3821 -0.38 0.02 -0.27 0.00
C 3.0816 3.5408 -1.7057 0.02 0.20 0.15 0.00
H 2.6967 4.0960 -2.5605 0.17 0.01 0.19 0.00
C 4.0511 4.0808 -0.8638 -0.06 -0.02 -0.14 0.00
H 4.4322 5.0770 -1.0485 0.00 -0.01 -0.01 0.00
C 4.5391 3.3440 0.2082 0.15 0.29 0.06 0.00
H 5.3037 3.7481 0.8715 -0.14 0.09 -0.24 0.00
C 4.0697 2.0703 0.4795 -0.39 0.12 -0.19 0.00
C 4.6206 1.3004 1.6432 0.29 -0.01 0.37 0.00
V 1.2174 -0.0825 0.9015 -2.92 1.54 0.86 2.21
H -1.6441 -2.8715 1.1160 0.29 -0.07 0.14 0.00
H -1.3046 -4.4125 1.8911 0.15 0.26 -0.06 0.00
H -0.0241 -3.5898 0.9717 -0.25 0.15 0.30 0.00
H 3.1818 -0.9282 3.7171 -0.26 0.04 0.07 0.00
H 2.6809 -0.4855 5.3595 0.00 -0.02 -0.21 0.00
H 2.1934 0.5138 3.9967 -0.10 -0.27 -0.05 0.00
H 1.1786 2.4142 -3.0799 0.12 -0.27 0.15 0.00
H 0.6942 1.2404 -1.8380 0.40 0.13 -0.17 0.00
H 1.9979 0.8352 -2.9790 -0.14 0.29 0.27 0.00
H 3.8588 1.0326 2.3886 0.04 0.07 -0.32 0.00
H 5.3608 1.9354 2.1514 -0.13 -0.29 -0.09 0.00
H 5.1129 0.3615 1.3529 -0.13 0.21 -0.03 0.00
H 3.9614 -2.8412 0.0186 -0.18 0.19 0.08 0.00
C -0.9254 -0.7445 -0.9048 1.47 0.74 1.42 0.09
Si -0.3668 -1.9321 -2.1450 -1.07 -1.67 -1.42 0.01
H -1.7659 -1.2072 -0.4422 -0.70 0.12 0.31 0.00
H -1.1746 0.0875 -1.5342 -0.64 0.79 0.06 0.00
C -2.0117 -2.9091 -2.3356 0.04 -0.11 -0.18 0.00
C 0.9327 -3.2364 -1.8914 0.45 0.02 0.11 0.00
C -0.0190 -1.0835 -3.7848 0.21 -0.05 -0.16 0.00
H -0.5976 -0.1552 -3.9363 0.20 -0.38 0.03 0.00
H -0.2613 -1.7976 -4.5909 0.09 0.33 0.18 0.00
H 1.0537 -0.8482 -3.8559 -0.32 0.00 -0.14 0.00
H -2.3521 -3.3218 -1.3703 0.19 0.19 -0.19 0.00
H -1.8877 -3.7730 -3.0018 -0.08 0.17 -0.02 0.00
H -2.8415 -2.2909 -2.7265 0.36 -0.17 0.12 0.00
H 0.8925 -3.6854 -0.8885 0.12 0.07 -0.35 0.00
H 1.9309 -2.7958 -2.0427 -0.21 -0.33 0.13 0.00
H 0.7670 -4.0257 -2.6481 0.10 0.32 0.32 0.00
C 0.8732 1.5464 1.9260 0.30 1.11 0.91 0.00
H 0.1926 1.3596 2.7651 0.06 0.25 -0.04 0.00
H 0.4703 2.3259 1.2570 0.14 -0.08 0.27 0.00
H 1.8867 1.8179 2.2679 -0.50 0.47 0.18 0.01

2.
25
Properties=species:S:1:pos:R:3:forces:R:3:mulliken_charge:R:1 method="wB97M-V/def2-TZVPD" lumo_ha=-0.113 de_lowest_kj_mol=505.15 total_charge=+1 smiles="NN(N=C=[NH2+])[C@H]1N=CNn2c(O)ccc21" gap_ev=7.955 max_force_ev_per_a=4.29 mol_weight_g_mol=208.2
N -0.7620 -1.0234 1.5728 0.63 -2.45 -1.28 -0.54
N -1.4429 -0.5710 0.4750 2.07 -0.64 0.63 0.89
N -2.7206 -0.5941 0.4153 2.91 -1.14 1.79 -0.34
C -3.5642 -0.0467 -0.1279 -3.72 0.59 -2.06 0.25
N -4.6833 0.3832 -0.5502 0.09 2.48 1.47 -0.33
C -0.5921 -0.0039 -0.6374 0.94 -0.06 1.55 0.22
N -0.7191 1.3969 -0.5045 0.83 2.11 0.16 -0.67
C 0.2177 2.0989 0.0796 -1.91 -2.87 -1.53 -0.10
N 1.3559 1.5855 0.5556 -0.71 -1.25 -0.84 -0.46
N 1.6969 0.2742 0.1607 -1.30 1.53 -0.09 0.42
C 2.9650 -0.1377 -0.0436 -1.67 -1.55 -0.52 0.76
O 3.9186 0.6469 0.3842 2.18 0.60 1.27 -0.56
C 2.8446 -1.3321 -0.7115 1.01 0.92 0.75 -0.86
C 1.5166 -1.6159 -0.9881 -0.28 0.16 -0.51 -0.58
C 0.7910 -0.5453 -0.5046 -0.20 0.30 0.29 -0.50
H -0.3638 -1.9633 1.3812 -0.47 1.13 0.93 0.24
H -0.8641 -0.6985 2.5108 -0.56 0.46 0.02 0.20
H -5.2372 0.0780 -1.3034 -0.41 -0.84 -1.05 0.25
H -4.9133 1.2983 -0.1426 -0.37 -0.44 -0.53 0.28
H -0.9272 -0.2711 -1.6011 -1.13 -0.73 -0.92 0.46
H 0.0343 3.1297 0.0847 0.20 1.47 0.67 0.46
H 1.9928 2.1662 1.0193 1.47 0.29 0.50 0.19
H 4.4657 0.1843 1.0508 -0.16 0.41 -0.54 0.38
H 3.6465 -1.9124 -1.0060 1.47 -1.10 -0.45 0.51
H 1.3440 -2.5264 -1.5691 -0.91 0.65 0.31 0.42

3.
23
Properties=species:S:1:pos:R:3:forces:R:3:mulliken_charge:R:1 method="wB97M-V/def2-TZVPD" lumo_ha=0.101 de_lowest_kj_mol=633.56 total_charge=-2 gap_ev=1.855 max_force_ev_per_a=6.54 mol_weight_g_mol=329.6
Zn 0.2747 0.5021 0.2965 -1.86 -3.09 -1.67 1.07
S -0.3621 -1.8487 -2.1777 -0.02 -1.15 -1.12 1.07
O -0.3370 -3.1073 -1.4454 0.09 -0.33 0.37 -0.72
O 0.6579 -1.9089 -3.2474 1.16 0.35 -0.81 -0.83
O -1.6493 -1.5157 -2.7542 -0.41 0.24 -0.46 -0.71
O 0.0881 -0.7381 -1.2577 1.09 1.74 0.78 -0.85
S -2.2831 -1.1720 0.9605 -4.09 -4.79 -1.77 0.91
O -1.6150 -2.4279 1.1031 1.47 -2.35 1.03 -0.72
O -1.2581 -0.1723 1.0977 2.61 5.18 2.84 -0.55
O -2.7982 -1.0355 -0.3874 -1.24 1.08 -0.42 -0.66
O -3.3712 -1.1362 1.9650 0.03 1.73 0.80 -0.78
O -0.7207 2.1843 -0.3274 -0.25 1.47 -0.18 -0.32
H -1.6560 2.3711 -0.4078 -0.58 -0.78 0.07 0.26
H -0.2897 2.9898 -0.6131 0.28 0.04 -0.24 0.25
O 0.7325 1.5922 2.0348 0.87 0.42 0.59 -0.32
H 1.6735 1.5900 2.2100 0.33 -0.15 0.20 0.26
H 0.3978 2.3391 2.5311 -0.59 0.06 0.00 0.25
O 1.8177 1.5119 -0.5825 1.07 1.12 -0.18 -0.30
H 2.3914 2.1494 -0.1573 0.11 0.18 0.25 0.23
H 2.2086 1.3754 -1.4455 -0.33 -0.74 -0.56 0.27
O 1.7245 -0.9464 0.8182 1.00 0.26 0.93 -0.28
H 2.3270 -0.9717 1.5615 -0.02 -0.13 0.41 0.20
H 2.0468 -1.6248 0.2248 -0.74 -0.37 -0.87 0.28